[1]
Formula: C24H48CaO52PS12
Source: the Open Molecules 2025 dataset
Level of theory: ωB97M-V/def2-TZVPD

```
138
Properties=species:S:1:pos:R:3:forces:R:3
Ca 24.33327 -17.99182 -23.14446 0.060 2.686 0.242
S 26.05032 -26.61934 -25.81427 -0.937 -0.935 -1.183
S 26.36277 -18.12666 -30.54043 0.978 1.396 0.331
S 21.22512 -15.42753 -22.56479 0.034 0.832 -1.180
S 20.55225 -21.17150 -29.15090 0.109 -2.168 -1.881
S 29.70322 -21.21880 -21.57156 -1.282 0.615 2.440
S 24.98137 -16.18860 -26.20175 -0.441 1.019 -1.245
S 23.93783 -25.20981 -19.91541 -1.399 -0.431 -1.741
S 18.49564 -19.86117 -22.00478 -1.644 -0.208 -1.651
S 28.05808 -22.34113 -27.96808 0.670 0.880 -0.604
S 27.65762 -15.90973 -22.83630 -0.772 -1.013 0.222
S 24.02560 -18.04060 -19.66385 2.525 -0.814 1.511
S 18.91695 -15.76447 -28.24006 0.952 -3.241 -1.353
P 24.09956 -20.32307 -23.91082 0.134 2.519 1.628
O 25.24999 -26.25220 -24.32952 1.756 -1.593 -1.938
O 18.22274 -18.41023 -22.09856 0.972 -3.101 0.440
O 22.42206 -14.37529 -22.76207 1.410 -1.253 -0.698
O 24.17701 -17.28698 -18.17606 -1.477 0.141 -1.658
O 23.84984 -21.74112 -24.24696 0.173 -1.289 -0.635
O 23.13387 -24.00879 -18.96921 1.786 -3.806 1.156
O 28.74202 -22.55862 -21.63538 4.170 0.432 -0.630
O 27.45995 -26.28410 -25.81385 -1.793 -0.477 0.710
O 25.66768 -27.94326 -26.41553 0.642 3.950 2.463
O 24.68351 -24.04024 -20.69045 0.469 0.276 -0.672
O 19.47955 -20.47192 -29.89886 2.798 -1.682 2.807
O 19.82801 -20.20257 -21.21972 -2.191 -0.168 0.611
O 24.27213 -15.69448 -27.40260 1.794 -1.750 3.058
O 24.90383 -26.00252 -19.16453 -2.080 1.855 -0.928
O 25.57105 -17.21308 -29.68546 1.555 -2.433 -1.778
O 30.42061 -20.87302 -22.78990 -1.176 -0.965 1.931
O 24.14196 -17.04807 -20.71479 -0.318 -0.754 0.822
O 23.05606 -19.12022 -19.78527 2.112 2.712 1.207
O 26.52397 -19.62598 -29.82631 2.189 3.159 -0.255
O 28.36009 -23.63290 -28.60467 -0.814 2.860 2.164
O 23.07270 -19.24475 -24.33140 -2.026 -0.412 -2.264
O 25.86656 -17.60167 -26.46863 -3.662 1.954 -0.099
O 23.02709 -25.92082 -20.89536 2.352 2.394 3.503
O 17.39056 -20.77540 -21.69069 2.410 2.072 -0.068
O 25.27394 -25.42122 -26.57916 0.231 -0.212 0.184
O 20.09913 -14.95666 -23.38137 1.953 -1.183 2.123
O 25.53879 -18.65833 -19.34132 0.300 -1.601 -1.636
O 21.55745 -20.18759 -28.39290 -0.467 0.692 -3.362
O 21.33440 -22.19740 -29.90966 -1.804 2.768 1.884
O 27.58911 -14.45888 -23.06162 0.667 -3.722 0.513
O 24.16974 -16.15672 -24.93840 2.625 -0.637 -2.890
O 25.47426 -18.79890 -31.71097 -0.431 0.693 0.141
O 21.73379 -16.78635 -22.74343 -0.955 2.633 0.917
O 18.17962 -14.50449 -28.32795 1.826 -2.340 0.763
O 28.87298 -16.74022 -23.69250 -1.048 3.481 1.124
O 20.46830 -15.66660 -27.56845 -2.321 0.405 -0.849
O 25.42329 -19.56891 -24.30010 1.049 -1.521 -0.673
O 19.09706 -20.42234 -23.43576 -0.766 0.018 0.026
O 26.39648 -16.70318 -22.97546 3.542 2.169 0.507
O 28.32842 -20.26498 -21.52149 3.160 1.134 0.024
O 18.36195 -16.72701 -26.95696 0.102 0.363 -1.099
O 21.11207 -14.94200 -20.98931 -0.882 -4.434 -0.495
O 28.29585 -22.25834 -26.26749 1.080 -1.391 -2.499
O 27.64036 -17.54406 -31.08036 -3.861 -2.635 1.501
O 28.37030 -16.27470 -21.32921 -5.600 3.244 -1.774
O 20.09716 -21.87003 -27.73790 -2.051 0.102 -1.340
O 30.44500 -21.16821 -20.25477 -2.359 -0.240 -4.191
O 26.41180 -22.21777 -27.74754 1.410 0.320 -0.088
O 18.99471 -16.62525 -29.49093 -0.286 2.924 4.214
O 26.35947 -15.28055 -26.04783 -3.582 0.986 2.834
O 28.65877 -21.11655 -28.60760 -1.949 -3.447 2.249
O 24.03657 -19.92582 -22.36955 0.529 -2.356 1.624
C 25.40105 -20.42310 -30.01603 0.574 -2.183 -0.194
C 21.19981 -13.60246 -20.94147 -0.504 3.397 -0.608
C 27.24470 -17.41960 -26.46659 1.338 0.179 -0.018
C 20.49906 -20.24543 -23.55529 1.351 0.998 2.562
C 24.92291 -24.86192 -24.33891 0.406 -0.190 1.276
C 27.08777 -20.89830 -21.44931 -1.257 0.867 -0.837
C 23.76454 -22.93039 -20.95920 -0.076 0.188 -0.216
C 29.38763 -17.16381 -21.39023 1.563 0.480 1.141
C 25.54503 -16.91725 -17.88092 0.213 -0.807 0.373
C 27.38674 -22.35238 -21.52589 -1.873 -0.964 1.329
C 27.50144 -15.84391 -26.51391 0.286 -2.925 -1.702
C 27.29041 -21.51071 -25.61022 -1.291 0.675 -1.905
C 22.27197 -13.19838 -21.99196 -1.929 0.624 0.025
C 29.36112 -17.72224 -22.77213 0.112 -1.964 -0.846
C 19.34620 -17.11276 -25.95081 1.181 2.219 -0.307
C 24.47154 -24.56461 -25.70657 -0.923 -0.277 -1.199
C 24.57520 -19.80249 -31.14605 -0.382 0.462 1.460
C 20.71847 -16.71639 -26.58528 -0.361 0.179 -0.722
C 22.92128 -22.83833 -19.68798 -1.681 -0.495 -1.428
C 21.80478 -20.48935 -27.08794 0.164 -1.633 3.034
C 20.97813 -20.14890 -22.07100 0.699 1.407 1.044
C 21.11586 -21.88551 -26.74752 1.183 1.785 -1.468
C 26.27224 -21.14487 -26.77901 0.822 1.102 0.994
C 26.53720 -17.79752 -18.71410 -3.040 1.064 -0.292
H 30.15558 -16.44509 -21.10422 1.636 -0.846 -0.848
H 21.47033 -16.23746 -25.95805 -0.306 -0.366 0.449
H 27.07899 -17.21878 -19.46219 0.012 -0.275 -0.011
H 25.29612 -20.99150 -26.31883 -0.210 -0.858 -0.464
H 20.78331 -19.29017 -23.99663 -0.199 -0.355 -0.480
H 27.72013 -17.85132 -27.34731 -0.437 0.034 -0.399
H 28.60207 -18.46075 -23.03006 0.488 -0.976 1.396
H 28.41668 -15.55826 -25.99541 -0.342 0.289 -0.022
H 21.87288 -23.01806 -19.92598 -0.297 1.383 -0.432
H 25.65253 -17.32973 -16.87772 -0.059 0.976 0.281
H 23.69910 -19.39739 -30.63964 -0.162 0.730 -0.720
H 21.29828 -19.73499 -26.48586 0.497 0.032 0.278
H 21.65022 -20.90067 -21.65720 -0.059 -0.120 -0.637
H 24.23274 -21.96795 -21.16557 0.876 -0.270 0.097
H 26.53306 -20.53113 -20.58584 0.324 -0.438 0.360
H 27.41272 -15.58495 -27.56898 1.422 -0.120 -0.314
H 26.49448 -20.21378 -27.30034 0.323 0.068 0.141
H 26.65212 -22.09475 -24.94720 0.658 -0.332 0.397
H 19.35718 -18.13756 -25.57965 -0.580 -0.244 -0.903
H 23.20181 -23.10934 -21.87539 -0.128 -0.453 0.164
H 29.32300 -17.79234 -20.50205 -0.218 -0.951 -0.645
H 27.09086 -22.74941 -20.55485 -0.204 -0.753 -0.303
H 27.53543 -18.09379 -25.66096 0.712 0.848 0.660
H 25.78081 -24.24111 -24.08065 0.172 -0.149 0.207
H 30.36254 -18.09328 -22.99029 -0.155 0.245 -0.777
H 21.17288 -17.56091 -27.10337 -0.029 0.024 -0.078
H 27.16814 -18.29052 -17.97452 -0.055 -0.685 -0.760
H 21.38596 -19.18072 -21.78051 0.547 -0.123 -0.769
H 24.15455 -24.79211 -23.56895 0.000 0.381 -0.189
H 23.42927 -24.85606 -25.83625 -0.014 -0.133 -0.141
H 25.11392 -20.66718 -28.99324 -1.638 0.630 -0.346
H 25.71852 -21.41051 -30.35117 0.585 -0.001 -0.233
H 25.72381 -15.84974 -18.00960 -0.286 -0.109 0.255
H 24.26384 -20.51150 -31.91317 0.392 0.303 -0.018
H 20.74491 -21.81644 -25.72492 -0.349 -0.457 -0.461
H 27.80725 -20.68260 -25.12522 -0.612 0.091 -0.003
H 20.27254 -13.15172 -21.29516 -0.327 -0.014 0.171
H 23.13433 -12.73630 -21.51141 0.550 -0.790 -0.637
H 22.87366 -20.56475 -26.88820 -0.115 0.427 0.043
H 19.16237 -16.48812 -25.07666 -0.117 0.054 -0.076
H 26.87938 -22.83377 -22.36192 0.036 -0.098 0.178
H 24.55005 -23.51112 -25.97506 0.409 -0.197 -0.102
H 21.14993 -21.05911 -23.87527 -1.003 -0.293 -1.048
H 21.77607 -12.52533 -22.69137 0.441 0.613 0.294
H 23.07771 -21.92449 -19.11482 0.190 -0.345 0.242
H 21.73090 -22.75704 -26.97170 0.239 0.123 0.473
H 21.34895 -13.20655 -19.93692 0.388 -0.557 0.034
H 26.45086 -20.61540 -22.28741 0.283 0.397 -0.318
```
Positions in Å, forces in eV/Å.

Summary:
net charge = -1
HOMO-LUMO gap = 7.0 eV
F_max = 6.71 eV/A

=====

[2]
Formula: C24H48ClNO8PS
Source: the Open Molecules 2025 dataset
Level of theory: ωB97M-V/def2-TZVPD

```
84
Properties=species:S:1:pos:R:3:forces:R:3
Cl 0.35585 -3.89826 2.06380 0.446 1.591 -1.692
S 1.09544 -3.50961 -0.81167 1.858 -8.983 -0.607
P -1.32965 0.11243 -1.44241 -3.977 3.341 -2.589
O 2.58980 -3.91593 -0.70039 -4.991 3.410 -0.676
O 0.30991 -4.87692 -0.90475 1.738 5.794 0.221
O -2.48138 0.66138 -2.42122 4.806 -2.307 3.667
O -7.05386 2.09186 1.21178 1.317 3.482 0.182
O 0.26892 0.58284 -1.94885 -2.003 -2.018 1.880
O -1.04334 -1.79282 -3.59006 -1.038 -2.051 2.000
O 0.69175 -2.64532 -2.22345 -0.897 -0.199 2.331
O -1.66661 0.88546 0.11900 3.096 -0.616 -2.607
N -6.42990 3.33879 1.40461 -0.933 -4.953 0.610
C 4.72277 -3.06513 1.71719 0.716 0.230 1.034
C -8.15804 3.50266 3.29865 0.276 -0.471 -0.736
C -5.75507 3.00246 3.84100 -0.072 -0.246 -0.424
C 5.85782 -2.25871 0.80971 0.180 -0.683 0.093
C -6.52545 5.28522 2.97945 0.179 0.215 -0.113
C 5.70635 -2.49499 -0.80633 0.705 0.277 -0.134
C -1.18562 -2.26655 0.38244 -0.567 -0.926 0.539
C -1.53761 -1.77871 -1.13425 0.184 -0.611 0.447
C 6.02165 0.26631 -4.59032 0.133 0.097 0.176
C -4.29074 3.00998 3.43821 0.060 -0.384 0.237
C 6.63467 -1.23471 -4.85897 0.046 0.562 0.578
C 2.76273 -1.22327 1.05924 0.581 0.982 -0.072
C -4.99123 3.18268 0.98102 1.578 0.669 -1.355
C -0.77183 -2.57852 -2.34002 -2.589 0.186 -1.648
C 7.15941 -2.40478 -1.62759 -1.472 -0.045 -0.839
C 0.39435 -2.61821 0.67098 -1.644 2.039 0.790
C 3.49801 -2.08002 2.24728 1.198 -0.174 0.276
C -6.67869 3.74512 2.82810 -0.873 1.259 1.391
C 6.90977 -3.26749 -3.02930 -0.310 0.016 0.086
C -4.83874 2.44308 -0.39111 -0.694 -0.255 0.460
C -4.12084 2.44675 2.03356 -0.310 0.012 0.173
C -4.35418 4.57498 0.69610 0.037 0.164 0.358
C 1.12824 -1.22607 1.09450 1.143 0.365 1.081
C 5.87067 -2.44002 -4.03251 0.185 -0.718 -0.704
H -3.43500 4.47813 0.10586 -0.258 -0.264 0.069
H 7.94218 -3.52964 -3.56539 -2.292 0.799 0.966
H -3.71912 2.39135 4.15168 -0.131 0.232 -0.216
H -8.87327 3.95742 2.59989 0.242 -0.138 0.082
H -1.28834 -3.63436 -2.54487 1.718 2.028 1.025
H -2.01231 -2.04742 -3.78948 2.214 0.826 0.228
H -7.43618 5.80963 2.66316 0.113 -0.257 0.029
H 3.20743 -1.48285 -0.01812 -1.156 0.278 2.423
H -5.45078 2.92059 -1.16553 0.030 -0.066 0.198
H 8.06181 -2.81875 -0.99680 -1.837 0.894 -1.268
H 6.38285 -4.31332 -2.80578 1.223 2.251 -0.203
H 7.75412 -1.22058 -4.46517 -2.241 -0.053 -1.107
H 4.99394 -1.68239 -1.31254 1.373 -1.947 1.226
H 4.34686 -4.05996 1.22116 0.609 2.171 0.705
H -1.52958 -1.48103 1.20852 0.876 -1.543 -2.001
H -8.32973 3.95502 4.28176 0.344 0.097 -0.178
H -2.70284 -1.98805 -1.29005 2.577 0.770 0.246
H -5.72135 5.72660 2.40113 0.104 -0.131 -0.021
H -8.40354 2.44110 3.39419 0.142 0.132 -0.171
H -3.88566 4.01678 3.51373 0.075 0.193 -0.055
H 0.96723 -0.09652 -1.70276 -1.203 0.947 -0.461
H 5.83679 -1.13258 1.12941 0.041 -2.006 -0.785
H -3.79950 2.45774 -0.73613 -0.162 0.160 0.300
H 5.30751 -3.40238 2.70189 -1.378 0.678 -2.010
H -5.03387 5.21198 0.12423 -0.015 -0.068 0.105
H 6.93539 -2.67126 1.10994 -2.353 0.841 -0.582
H -6.33792 5.56092 4.02509 -0.139 -0.211 -0.147
H -0.88919 1.52107 0.24244 -1.515 -1.030 -0.045
H 6.60011 -1.41498 -6.03148 0.237 0.223 2.581
H -4.37530 1.37875 2.04817 -0.123 0.146 -0.105
H 5.48877 -3.22543 -4.82667 0.681 1.555 1.595
H 0.81583 -1.00698 2.22627 0.480 -0.639 -2.502
H 6.76936 1.07391 -5.01495 -1.628 -1.599 0.704
H -1.80513 -3.24761 0.60223 1.368 1.947 -0.628
H -6.08582 1.95731 3.93582 -0.051 0.186 -0.205
H 4.89570 -2.06743 -3.45655 2.304 -0.712 -1.156
H -4.04965 5.10393 1.60411 -0.175 -0.027 -0.105
H 2.78655 -2.71923 2.92021 1.087 1.272 -1.510
H 3.08701 -0.08623 1.23271 -0.869 -2.391 -0.421
H 0.77530 -0.26823 0.49344 0.361 -2.380 0.939
H 4.02768 -1.30509 2.98463 -1.226 -1.604 -1.610
H 5.89622 0.50972 -3.44264 0.293 -0.681 -2.202
H -5.86202 3.43974 4.83840 -0.205 0.130 -0.181
H 7.30269 -1.26871 -1.95394 0.110 -2.433 0.866
H -5.12186 1.38590 -0.33146 -0.114 0.293 0.066
H -3.06117 2.50174 1.75502 -0.271 0.080 -0.260
H 5.29777 -3.57955 -1.00248 0.547 2.245 0.486
H 4.96473 0.39520 -5.08574 2.101 -0.245 0.881
```
Positions in Å, forces in eV/Å.

Summary:
spin multiplicity = 2
HOMO-LUMO gap (spin up / spin down) = 8.3 / 8.8 eV
F_max = 9.19 eV/A